This record from the Open Molecules 2025 dataset describes one molecule with the formula C9H12O2. The level of theory is ωB97M-V/def2-TZVPD.

molar mass: 152.19 g/mol
calculated total energy: -13622.2537 eV
lowest unoccupied orbital energy: 0.804 eV
SMILES string: O=C1CCC2=C(CCCC2)O1
Kohn-Sham gap: 9.456 eV

Each line ends with the Mulliken charge.
Atoms and positions in Å:
O -3.505 2.043 -0.262  -0.59
O -1.890 0.501 -0.964  -0.43
C -2.342 1.590 -0.250  0.51
C -0.629 -0.019 -0.721  0.30
C 0.132 0.353 0.392  0.60
C -1.293 2.383 0.595  -0.63
C -0.396 1.418 1.360  -0.69
C -0.240 -1.262 -1.516  -0.61
C 1.430 -0.317 0.734  -0.84
C 1.137 -1.863 -1.174  -0.71
C 1.509 -1.761 0.261  -0.68
H -1.827 3.029 1.313  0.28
H -0.725 3.063 -0.035  0.36
H 0.438 1.962 1.839  0.38
H -0.969 0.896 2.161  0.24
H -0.278 -1.043 -2.574  0.37
H -0.980 -2.035 -1.296  0.30
H 2.307 0.200 0.323  0.30
H 1.606 -0.340 1.827  0.31
H 1.178 -2.909 -1.502  0.33
H 1.898 -1.386 -1.808  0.30
H 2.540 -2.120 0.362  0.32
H 0.899 -2.384 0.933  0.31



This record from the Open Molecules 2025 dataset describes one molecule with the formula C3H5NO2. The level of theory is ωB97M-V/def2-TZVPD.

molar mass: 87.08 g/mol
calculated total energy: -8776.5187 eV
lowest unoccupied orbital energy: 0.758 eV
SMILES string: CN(C=O)C=O
Kohn-Sham gap: 11.117 eV

Each line ends with the Mulliken charge.
Atoms and positions in Å:
C -1.023 0.865 0.394  -0.73
N 0.145 -0.006 -0.162  0.12
C 0.037 -1.247 0.428  0.06
O -0.870 -1.485 1.190  -0.51
C 1.298 0.194 -1.006  0.17
O 1.632 1.183 -1.602  -0.47
H -1.249 1.637 -0.324  0.31
H -0.735 1.263 1.375  0.29
H -1.972 0.325 0.613  0.30
H 0.797 -2.007 0.187  0.26
H 1.940 -0.722 -1.093  0.20



This record from the Open Molecules 2025 dataset describes C14H37BNP3Zn as an isolated structure. The level of theory is ωB97M-V/def2-TZVPD.

molar mass: 388.58 g/mol
calculated total energy: -93560.4112 eV
charge: +1
lowest unoccupied orbital energy (spin up / spin down): -2.761 / -2.817 eV
multiplicity: 2
Kohn-Sham gap (spin up / spin down): 5.082 / 7.736 eV

Each line ends with the Mulliken charge.
Atoms and positions in Å:
Zn -0.146 0.316 -0.015  1.66
H 1.755 -2.029 -1.609  -0.26
H 2.100 0.141 -0.639  -0.77
P -0.479 1.024 -2.259  0.35
P 0.399 -1.568 1.755  0.29
C -0.830 -2.916 1.931  -1.28
H -0.607 -3.524 2.820  0.45
H -1.829 -2.475 2.033  0.38
H -0.822 -3.551 1.037  0.37
C 1.976 -2.503 1.733  -1.16
H 2.813 -1.853 2.021  0.33
H 1.919 -3.336 2.450  0.43
H 2.172 -2.899 0.729  0.29
C 0.356 -0.933 3.478  -1.18
H -0.546 -0.326 3.619  0.23
H 0.331 -1.778 4.181  0.49
H 1.226 -0.307 3.700  0.37
C 0.049 0.048 -3.700  -1.09
H -0.203 0.601 -4.616  0.43
H 1.129 -0.145 -3.666  0.28
H -0.477 -0.915 -3.708  0.37
C -2.268 1.255 -2.555  -1.41
H -2.692 1.910 -1.783  0.33
H -2.427 1.704 -3.545  0.44
H -2.777 0.285 -2.499  0.38
C 0.175 2.688 -2.609  -1.29
H 1.271 2.676 -2.574  0.29
H -0.151 3.011 -3.606  0.51
H -0.185 3.405 -1.864  0.28
H 3.422 0.764 -1.494  0.40
H 3.682 -0.064 -0.084  0.39
H 3.761 -2.214 -1.148  -0.11
H 3.106 -1.195 -2.894  -0.15
B 3.160 -1.394 -1.738  -0.17
N 3.101 -0.041 -0.928  0.25
H 1.082 -2.297 -1.308  0.22
H -1.567 -0.457 0.123  -0.47
C 0.672 3.893 0.591  -1.36
P 0.490 2.144 1.079  1.22
C 2.033 1.858 2.006  -1.40
C -0.923 2.290 2.246  0.63
C -2.229 2.161 1.719  -0.46
C -3.322 2.198 2.582  -0.73
C -3.122 2.398 3.950  -0.54
C -1.833 2.567 4.459  -0.56
C -0.718 2.524 3.614  -0.53
H 1.461 3.963 -0.174  0.40
H 0.954 4.490 1.474  0.46
H -0.280 4.280 0.196  0.42
H 2.050 2.492 2.903  0.49
H 2.170 0.805 2.294  0.16
H 2.863 2.168 1.347  0.37
H -2.377 1.978 0.642  0.09
H -4.331 2.088 2.177  0.40
H -3.983 2.456 4.620  0.40
H -1.670 2.756 5.513  0.41
H 0.287 2.679 4.009  0.21



This record from the Open Molecules 2025 dataset describes C13H13N3O5Ru as an isolated structure. The level of theory is ωB97M-V/def2-TZVPD.

molar mass: 392.33 g/mol
calculated total energy: -30961.6333 eV
charge: +2
lowest unoccupied orbital energy (spin up / spin down): -8.066 / -11.247 eV
multiplicity: 5
Kohn-Sham gap (spin up / spin down): 8.889 / 5.412 eV

Each line ends with the Mulliken charge.
Atoms and positions in Å:
Ru 7.026 11.291 10.075  1.14
O 7.450 5.552 11.938  -0.43
C 7.432 6.862 11.681  0.86
C 8.534 7.807 11.805  -0.65
C 8.419 9.047 11.187  0.31
N 7.203 9.464 10.821  -0.31
C 6.062 8.747 10.841  0.39
C 6.170 7.411 11.374  -0.56
C 4.861 9.423 10.246  0.66
O 3.746 8.967 10.074  -0.45
O 5.143 10.653 9.691  -0.61
C 9.482 10.125 11.080  0.60
O 10.664 9.940 11.245  -0.44
O 8.971 11.327 10.683  -0.63
H 8.356 5.172 12.129  0.38
H 9.547 7.510 12.153  0.38
H 5.265 6.775 11.355  0.46
N 6.891 12.951 9.209  -0.13
C 6.541 13.842 8.530  0.35
N 6.261 14.969 7.940  0.21
C 5.106 15.025 6.964  -0.63
C 4.781 16.483 6.678  -0.74
C 5.954 17.141 5.891  -0.49
C 7.327 16.610 6.392  -0.60
C 7.277 16.054 7.866  -0.69
H 4.257 14.485 7.456  0.46
H 5.321 14.529 6.053  0.39
H 4.525 16.928 7.676  0.30
H 3.833 16.529 6.098  0.40
H 5.877 18.225 6.098  0.29
H 5.793 17.004 4.791  0.32
H 8.105 17.358 6.523  0.38
H 7.788 15.811 5.757  0.30
H 7.051 16.866 8.599  0.30
H 8.232 15.634 8.195  0.46



This record from the Open Molecules 2025 dataset describes C79H77BBaBrN11Te as an isolated structure. The level of theory is ωB97M-V/def2-TZVPD.

molar mass: 1536.21 g/mol
calculated total energy: -178276.7848 eV
charge: -2
lowest unoccupied orbital energy: 3.697 eV
Kohn-Sham gap: 4.534 eV

Each line ends with the Mulliken charge.
Atoms and positions in Å:
Ba -0.077 0.355 0.779  2.91
C 1.739 -2.561 8.111  -0.63
C 1.824 -1.182 8.003  -0.85
C 1.504 -0.549 6.818  -0.38
C 1.097 -1.281 5.700  0.31
C 1.021 -2.671 5.826  -0.19
C 1.339 -3.303 7.010  -0.98
C 0.715 -0.635 4.439  1.03
C -0.599 -0.900 3.986  0.38
C -1.579 -1.670 4.715  -1.63
C -2.752 -1.556 4.043  -1.66
C -2.510 -0.678 2.928  0.71
C -3.525 -0.074 2.192  0.95
C -4.880 -0.604 2.424  0.27
C -5.152 -1.920 2.050  -0.34
C -6.404 -2.467 2.248  -0.78
C -7.406 -1.711 2.834  -0.56
C -7.144 -0.407 3.220  -0.92
C -5.892 0.144 3.017  -0.02
C -3.407 1.010 1.290  -0.24
N -2.221 1.424 0.732  0.12
C -2.506 2.452 -0.080  -1.34
C -1.520 3.024 -1.055  2.97
C -2.176 4.209 -1.705  -0.21
C -2.123 5.439 -1.046  0.00
C -2.726 6.564 -1.574  -0.86
C -3.412 6.493 -2.776  -0.62
C -3.525 5.269 -3.410  -1.13
C -2.926 4.142 -2.872  0.08
C -0.165 3.379 -0.537  0.34
C 0.638 4.453 -0.965  -1.08
C 1.797 4.400 -0.209  -1.78
C 1.679 3.280 0.647  -0.55
N 0.476 2.665 0.402  -0.05
C 2.615 2.873 1.640  1.20
C 2.492 1.848 2.580  -0.28
C 3.480 1.522 3.580  -1.72
C 2.945 0.556 4.368  -1.15
C 1.626 0.270 3.852  0.52
N 1.411 1.011 2.739  -0.28
C 3.836 3.707 1.730  -0.38
C 4.083 4.513 2.841  -0.24
C 5.209 5.313 2.908  -0.80
C 6.121 5.329 1.865  -0.45
C 5.896 4.526 0.759  -0.81
C 4.769 3.727 0.695  0.09
C -3.885 2.731 -0.067  -2.06
C -4.458 1.803 0.782  -1.68
N -1.177 -0.349 2.898  -0.08
H 1.978 -3.053 9.044  0.37
H 2.144 -0.600 8.860  0.38
H 1.537 0.528 6.755  0.49
H 0.715 -3.240 4.963  0.68
H 1.289 -4.383 7.081  0.40
H -1.410 -2.208 5.632  0.51
H -3.702 -1.986 4.318  0.44
H -4.362 -2.496 1.592  0.59
H -6.606 -3.485 1.939  0.42
H -8.386 -2.139 2.990  0.36
H -7.924 0.182 3.685  0.38
H -5.683 1.155 3.332  0.52
H -1.606 5.513 -0.101  0.50
H -2.666 7.505 -1.042  0.41
H -3.880 7.376 -3.191  0.35
H -4.086 5.193 -4.331  0.45
H -3.063 3.190 -3.365  0.69
H 0.387 5.172 -1.727  0.67
H 2.622 5.089 -0.252  0.49
H 4.461 1.957 3.675  0.48
H 3.415 0.067 5.206  0.55
H 3.370 4.509 3.652  0.47
H 5.383 5.933 3.779  0.37
H 6.996 5.966 1.912  0.34
H 6.607 4.519 -0.058  0.40
H 4.608 3.092 -0.162  0.65
H -4.398 3.501 -0.618  0.54
H -5.506 1.701 1.001  0.50
C -1.149 -5.611 -1.640  -1.35
C -1.927 -4.339 -1.627  0.50
C -3.208 -4.120 -2.094  -1.09
C -3.442 -2.751 -1.894  -0.97
N -2.374 -2.200 -1.337  0.51
N -1.459 -3.162 -1.160  0.73
B -0.059 -2.719 -0.726  2.59
N 0.877 -2.947 -1.933  0.80
N 0.754 -2.063 -2.931  -0.16
C 1.590 -2.423 -3.896  0.15
C 2.282 -3.578 -3.509  -1.27
C 1.798 -3.881 -2.247  0.16
C 2.284 -4.965 -1.348  -1.29
C 1.735 -1.615 -5.157  2.97
C 0.394 -0.969 -5.496  -2.02
C 2.766 -0.505 -4.926  -1.58
C 2.194 -2.496 -6.322  -2.33
N 0.548 -3.341 0.542  0.79
N 1.829 -2.999 0.737  0.61
C 2.241 -3.564 1.864  -1.35
C 1.183 -4.285 2.428  -1.23
C 0.111 -4.097 1.569  0.55
C -1.293 -4.560 1.776  -1.18
C 3.656 -3.412 2.355  2.97
C 4.426 -4.727 2.151  -2.05
C 3.661 -3.025 3.835  -2.10
C 4.357 -2.308 1.567  -1.26
C -4.644 -1.934 -2.287  3.23
C -4.336 -1.242 -3.621  -1.46
C -4.903 -0.846 -1.244  -1.00
C -5.869 -2.840 -2.430  -2.49
H -1.799 -6.448 -1.897  0.50
H -0.692 -5.802 -0.673  0.08
H -0.354 -5.555 -2.384  0.11
H -3.860 -4.859 -2.517  0.48
H -0.133 -1.541 -0.555  -2.19
H 3.034 -4.128 -4.044  0.38
H 2.606 -5.823 -1.935  0.65
H 1.524 -5.279 -0.641  0.02
H 3.139 -4.605 -0.776  -0.23
H 0.039 -0.425 -4.627  0.01
H -0.346 -1.726 -5.748  0.47
H 0.499 -0.279 -6.333  0.44
H 2.913 0.075 -5.837  0.62
H 2.409 0.163 -4.147  -0.14
H 3.725 -0.924 -4.626  0.39
H 1.515 -3.337 -6.442  0.43
H 3.198 -2.879 -6.152  0.37
H 2.199 -1.917 -7.244  0.46
H 1.182 -4.862 3.333  0.68
H -1.659 -4.174 2.730  0.47
H -1.346 -5.653 1.810  0.23
H -1.955 -4.201 0.995  -0.22
H 3.933 -5.548 2.667  0.35
H 5.442 -4.631 2.537  0.49
H 4.482 -4.973 1.091  0.30
H 3.087 -2.114 3.969  0.41
H 3.223 -3.806 4.449  0.32
H 4.681 -2.850 4.178  0.57
H 4.385 -2.571 0.516  -0.18
H 5.380 -2.179 1.922  0.57
H 3.820 -1.367 1.676  -0.05
H -3.502 -0.562 -3.459  -0.29
H -5.196 -0.672 -3.971  0.42
H -4.054 -1.960 -4.389  0.47
H -5.346 -1.255 -0.341  0.14
H -5.574 -0.084 -1.639  0.45
H -3.960 -0.379 -0.973  -0.35
H -5.733 -3.546 -3.250  0.37
H -6.763 -2.249 -2.626  0.50
H -6.022 -3.402 -1.511  0.41
Te -1.299 1.127 -2.272  0.19
C -1.211 1.917 -4.261  0.54
C -0.544 3.094 -4.587  -0.02
C -0.578 3.596 -5.874  -0.51
C -1.272 2.931 -6.872  -0.74
C -1.928 1.751 -6.567  -0.47
C -1.902 1.260 -5.278  -0.46
H -0.006 3.628 -3.817  0.18
H -0.055 4.515 -6.104  0.41
H -1.299 3.323 -7.879  0.34
H -2.470 1.217 -7.337  0.38
H -2.427 0.345 -5.049  0.13
Br 5.242 -2.560 -2.151  -0.14
C 4.353 -0.903 -1.916  -0.28
C 4.963 0.250 -2.381  -0.89
C 4.261 1.438 -2.262  -0.96
C 2.991 1.402 -1.705  -0.37
N 2.452 0.296 -1.224  2.21
C 3.111 -0.843 -1.305  -0.29
H 5.949 0.214 -2.823  0.44
H 4.690 2.368 -2.607  0.61
H 2.391 2.298 -1.625  -0.09
H 2.635 -1.706 -0.860  -0.04



This record from the Open Molecules 2025 dataset describes a 2-piece molecular cluster, C5H11NO overall. The level of theory is ωB97M-V/def2-TZVPD.

molar mass: 101.15 g/mol
calculated total energy: -8899.4185 eV
lowest unoccupied orbital energy: 0.811 eV
SMILES string: C=CCN.CC=O
Kohn-Sham gap: 10.045 eV

Each line ends with the Mulliken charge.
Atoms and positions in Å:
O -1.605 -1.966 3.095  -0.46
C -1.211 -0.845 2.978  -0.03
C -0.482 -0.364 1.733  -0.54
H -1.334 -0.103 3.786  0.32
H 0.479 -0.876 1.689  0.25
H -0.315 0.708 1.764  0.24
H -1.076 -0.665 0.874  0.19
N 0.894 1.922 -0.549  -0.65
C 1.089 0.584 -1.079  -0.23
C -0.112 -0.830 -2.756  -0.85
C -0.136 -0.007 -1.712  -0.02
H 1.694 2.255 -0.055  0.24
H 0.047 1.969 -0.021  0.20
H 1.443 -0.139 -0.328  0.16
H 1.898 0.554 -1.814  0.38
H -0.998 -1.348 -3.091  0.27
H 0.836 -1.088 -3.215  0.24
H -1.111 0.238 -1.298  0.28



This record from the Open Molecules 2025 dataset describes one molecule with the formula HNO2S2. The level of theory is ωB97M-V/def2-TZVPD.

molar mass: 111.15 g/mol
calculated total energy: -27268.3584 eV
lowest unoccupied orbital energy (spin up / spin down): -0.989 / -0.988 eV
Kohn-Sham gap (spin up / spin down): 7.228 / 7.230 eV

Each line ends with the Mulliken charge.
Atoms and positions in Å:
N -1.243 1.834 0.267  -0.24
O 1.473 -0.233 0.478  -0.43
O -0.806 -0.881 -0.377  -0.32
S -1.796 0.541 -0.108  0.45
S 0.552 -1.447 0.069  0.19
H 1.820 0.186 -0.329  0.35



This record from the Open Molecules 2025 dataset describes a 5-piece molecular cluster, CH12N2O4 overall. The level of theory is ωB97M-V/def2-TZVPD.

molar mass: 116.12 g/mol
calculated total energy: -12401.4778 eV
lowest unoccupied orbital energy: 0.542 eV
SMILES string: [H]/N=C/N.O.O.O.O
Kohn-Sham gap: 10.429 eV

Each line ends with the Mulliken charge.
Atoms and positions in Å:
N 0.220 -1.197 -0.548  -0.33
C -0.830 -0.777 0.250  0.16
N -0.869 0.061 1.251  -0.81
H 1.044 -0.572 -0.543  0.19
H -0.062 -1.657 -1.421  0.26
H -1.826 -1.197 -0.044  0.35
H -1.562 -0.324 1.884  0.19
H -0.725 2.776 -0.698  0.33
H -1.255 1.809 0.346  0.34
O -1.303 2.788 0.081  -0.67
H 3.404 -0.940 -0.106  0.33
H 3.924 -2.359 0.257  0.31
O 3.560 -1.829 -0.475  -0.65
H 1.321 -0.176 1.606  0.32
H 2.467 0.567 2.166  0.31
O 2.263 -0.157 1.574  -0.64
H -3.996 1.301 -1.911  0.32
H -2.506 1.245 -1.746  0.33
O -3.269 0.641 -1.922  -0.64